Entry 1:
ORCA calculation (the ωB97M-V functional and the def2-TZVPD basis) on the ion C3H5N2O2 with charge +1.

Each line ends with the Löwdin charge.
Atoms and positions in Å:
C1 -2.709 0.470 0.011  -0.232
C2 0.453 0.066 -0.201  -0.076
C3 -0.029 -1.089 0.152  -0.099
N1 -2.166 -0.519 -0.452  0.106
N2 1.882 0.466 0.038  0.201
O1 -3.187 1.479 0.369  0.212
O2 -1.288 -1.482 -0.085  0.029
H1 -0.040 0.804 -0.753  0.114
H2 0.746 -1.784 0.448  0.157
H3 1.961 0.311 1.073  0.188
H4 1.914 1.495 -0.053  0.184
H5 2.461 -0.218 -0.547  0.215

Values from the calculation:
HOMO-LUMO gap, eV: 9.875
ΔE to the lowest compared entry with this formula, charge and spin, eV: 3.872
LUMO level, Ha: -0.15893
SMILES: [NH3+]/C=C/ON=C=O
Spin multiplicity: 1
HOMO, eV: -14.2
Total charge: +1

***

Entry 2:
ORCA calculation (the ωB97M-V functional and the def2-TZVPD basis) on the ion C9H14N3OS2 with charge +1.

Each line ends with the Löwdin charge.
Atoms and positions in Å:
C1 0.625 1.949 0.326  -0.323
C2 -2.549 0.541 0.198  -1.044
C3 1.483 0.772 0.593  -0.149
C4 -0.594 -0.346 1.116  -0.135
C5 -1.419 -1.915 -0.284  -0.620
C6 1.201 3.275 0.089  -0.005
C7 2.164 0.574 -0.832  0.039
C8 -0.872 -1.535 -1.611  -0.059
C9 -0.998 -3.214 0.268  -0.076
N1 -0.614 1.876 0.288  0.184
N2 -1.303 0.699 0.565  -0.194
N3 0.703 -0.290 1.281  -0.140
O1 1.271 -1.035 2.073  0.115
S1 -3.560 1.763 -0.051  0.798
S2 -2.942 -1.299 0.226  1.059
H1 2.256 1.007 1.262  0.150
H2 -1.048 -0.795 2.029  0.181
H3 1.042 3.975 0.896  0.097
H4 0.770 3.812 -0.873  0.158
H5 2.255 3.320 -0.014  0.069
H6 2.866 -0.295 -0.799  0.118
H7 2.619 1.493 -0.896  0.042
H8 1.388 0.505 -1.577  0.078
H9 -1.256 -2.066 -2.441  0.091
H10 0.269 -1.806 -1.545  0.131
H11 -1.040 -0.373 -1.669  0.124
H12 -1.470 -4.017 -0.218  0.095
H13 -1.351 -3.236 1.312  0.098
H14 0.104 -3.340 0.288  0.119

Values from the calculation:
HOMO-LUMO gap (alpha / beta), eV: 6.103 / 6.218
ΔE to the lowest compared entry with this formula, charge and spin, eV: 0.622
LUMO level (alpha / beta), Ha: -0.23077 / -0.22568
Spin multiplicity: 1
HOMO (alpha / beta), eV: -12.4 / -12.4
Total charge: +1

***

Entry 3:
ORCA calculation (the ωB97M-V functional and the def2-TZVPD basis) on a structure of composition C17H18MnN4O6.

Each line ends with the Löwdin charge.
Atoms and positions in Å:
Mn1 1.082 1.632 1.055  0.957
O1 2.606 1.065 2.641  -0.117
C1 1.723 1.242 3.522  -0.548
O2 0.549 1.592 3.261  -0.096
H1 1.998 1.075 4.577  0.124
C2 -4.454 -1.179 -1.431  -0.002
N1 -3.577 -0.518 -0.482  -0.068
N2 -2.235 -0.851 -0.404  0.059
C3 -1.536 0.214 0.139  -0.371
O3 -0.321 0.149 0.398  -0.044
C4 -2.493 1.249 0.339  0.078
C5 -3.702 0.773 -0.069  -0.252
C6 -5.009 1.478 -0.142  -0.006
C7 -1.786 -2.186 -0.496  -0.190
C8 -2.564 -3.229 -0.003  -0.024
C9 -2.110 -4.534 -0.110  -0.079
C10 -0.877 -4.802 -0.684  -0.088
C11 -0.094 -3.755 -1.148  -0.071
C12 -0.543 -2.447 -1.063  0.000
H2 -3.878 -1.875 -2.033  0.097
H3 -4.911 -0.445 -2.094  0.090
H4 -5.245 -1.730 -0.922  0.094
H5 -2.256 2.220 0.740  0.107
H6 -4.920 2.444 0.347  0.091
H7 -5.803 0.906 0.341  0.091
H8 -5.299 1.644 -1.182  0.086
H9 -3.508 -3.022 0.483  0.114
H10 -2.717 -5.344 0.275  0.105
H11 -0.527 -5.823 -0.768  0.103
H12 0.875 -3.957 -1.585  0.106
H13 0.063 -1.623 -1.413  0.120
O4 2.341 1.160 -0.580  -0.179
N3 3.631 1.333 -0.454  -0.186
C13 4.433 0.265 -0.281  0.001
C14 5.795 0.415 -0.176  -0.039
C15 6.359 1.681 -0.231  -0.055
C16 5.510 2.768 -0.372  -0.026
C17 4.151 2.576 -0.475  0.006
H14 3.926 -0.685 -0.225  0.144
H15 6.409 -0.464 -0.044  0.113
H16 7.429 1.815 -0.153  0.110
H17 5.896 3.777 -0.394  0.117
H18 3.429 3.377 -0.542  0.119
O5 -0.247 3.436 0.490  -0.185
N4 0.637 4.316 0.547  -0.214
O6 1.772 3.863 0.799  -0.192

Values from the calculation:
HOMO-LUMO gap (alpha / beta), eV: 8.171 / 8.789
LUMO level (alpha / beta), Ha: 0.00798 / 0.00708
<S²>: 8.753
Spin multiplicity: 6
HOMO (alpha / beta), eV: -8.0 / -8.6
Total charge: 0